Entry from the Open Molecules 2025 dataset: C44H47Cl2EuN2OS3 as an isolated structure (wB97M-V/def2-TZVPD).

Results
Total charge = +2
HOMO level (alpha / beta) = -12.22 / -12.25 eV
Gap between HOMO and LUMO (alpha / beta) = 5.37 / 5.73 eV
Spin multiplicity = 7
Energy = -128288.3053 eV
E_LUMO (alpha / beta) = -6.8513 / -6.5191 eV
Relative energy (zero: lowest compared OMol25 entry of this formula, charge and spin) = 0.935 eV

XYZ file:
```
100
C44H47Cl2EuN2OS3 | the Open Molecules 2025 dataset | wB97M-V/def2-TZVPD
Eu -0.27920 -0.19190 -0.12220
C -1.39160 -1.79330 -3.29680
C -0.40520 -2.90480 -2.91950
C 0.92570 -2.61250 -3.61250
C -0.29960 -2.95680 -1.40700
C -1.46630 -2.95220 -0.62200
C -1.40450 -2.92930 0.77030
C -0.17440 -2.95010 1.44050
C -0.11800 -2.99820 2.93650
C 0.98560 -3.04370 0.66230
C 0.92830 -3.02780 -0.73190
H -1.33760 -1.59120 -4.36390
H -1.09710 -0.88530 -2.74320
H -2.42170 -2.04690 -3.06160
H -0.78920 -3.86550 -3.27740
H 1.36100 -1.69110 -3.21910
H 0.75250 -2.47270 -4.67640
H 1.63560 -3.42690 -3.50540
H -2.43960 -3.02900 -1.08880
H -2.32370 -2.96800 1.34310
H -0.20490 -4.03580 3.26040
H -0.94290 -2.44560 3.38280
H 0.82260 -2.60500 3.31710
H 1.93750 -3.20370 1.15370
H 1.84060 -3.18200 -1.29130
S 2.11360 -0.10790 1.61100
C 3.55090 0.05980 0.73510
N 4.70140 0.32500 1.34000
C 5.90790 0.46070 0.54450
C 5.88740 -0.61550 -0.52490
N 4.69310 -0.42120 -1.32590
C 4.86900 -0.43990 -2.76360
C 5.67180 0.76650 -3.20070
C 6.94890 0.62010 -3.72520
C 7.66740 1.73300 -4.13020
C 7.12250 2.99980 -3.99670
C 5.85270 3.15170 -3.46040
C 5.13050 2.04100 -3.06340
C 3.55920 -0.07320 -0.73170
S 2.16400 0.25060 -1.63480
C 4.87440 0.34860 2.77810
C 5.63240 -0.88460 3.22180
C 5.04640 -2.13920 3.08540
C 5.72220 -3.27560 3.49140
C 6.99420 -3.16910 4.03440
C 7.58690 -1.92350 4.16260
C 6.91300 -0.78540 3.75020
H 6.77400 0.35360 1.19660
H 5.92600 1.44890 0.06880
H 5.86070 -1.60620 -0.05520
H 6.76080 -0.54370 -1.17240
H 3.88630 -0.42560 -3.23570
H 5.38940 -1.36180 -3.03010
H 7.37690 -0.36580 -3.84130
H 8.65030 1.60930 -4.55900
H 7.68530 3.86610 -4.30870
H 5.42170 4.13790 -3.36520
H 4.13400 2.16200 -2.66140
H 3.89270 0.37940 3.25230
H 5.43060 1.25120 3.03950
H 4.04800 -2.22100 2.67600
H 5.25630 -4.24630 3.39910
H 7.52200 -4.05460 4.35410
H 8.57320 -1.83560 4.59310
H 7.37860 0.18340 3.86360
Cl -0.98420 1.68210 1.77720
C -2.72320 1.85150 1.89120
C -3.22800 2.78320 2.78180
C -4.60020 2.92420 2.91130
C -5.45230 2.15170 2.13880
C -4.93870 1.23140 1.24170
Cl -6.00330 0.28730 0.28130
C -3.54820 1.04330 1.10220
S -2.98240 -0.18680 0.00770
H -2.56280 3.39080 3.37420
H -5.00510 3.63500 3.61500
H -6.52080 2.26100 2.23320
C -2.79170 6.39670 -5.40230
C -2.49730 5.16790 -4.62260
C -2.94270 3.92000 -5.05760
C -2.68450 2.76820 -4.34900
C -3.16990 1.45900 -4.88720
C -1.91900 2.85690 -3.14940
C -1.65990 1.65990 -2.44420
O -0.80460 1.45370 -1.55080
C -1.45220 4.12420 -2.69900
C -0.69310 4.23870 -1.41830
C -1.76340 5.24490 -3.43620
H -3.35510 6.17540 -6.30360
H -1.86410 6.89590 -5.67880
H -3.36060 7.10050 -4.79640
H -3.50930 3.85840 -5.97470
H -3.66130 1.61370 -5.84280
H -3.89230 1.00240 -4.21160
H -2.34710 0.76340 -5.04090
H -2.29940 0.81570 -2.74350
H -1.25270 3.76940 -0.60730
H -0.51550 5.27940 -1.16260
H 0.26760 3.72750 -1.49490
H -1.44050 6.21640 -3.09330
```



Entry from the Open Molecules 2025 dataset: C44H47F2MoN5O4PSi as an isolated structure (wB97M-V/def2-TZVPD).

Results
Total charge = +3
HOMO level (alpha / beta) = -14.77 / -14.76 eV
Gap between HOMO and LUMO (alpha / beta) = 6.81 / 6.71 eV
Energy = -86467.3430 eV
E_LUMO (alpha / beta) = -7.9573 / -8.0494 eV
Relative energy (zero: lowest compared OMol25 entry of this formula, charge and spin) = 0.000 eV

XYZ file:
```
105
C44H47F2MoN5O4PSi | the Open Molecules 2025 dataset | wB97M-V/def2-TZVPD
Mo -1.39387 0.26186 -0.38984
C 4.23847 -0.23414 5.13297
C 3.61966 1.05954 4.63731
N 2.86528 0.86900 3.37322
C 1.55759 0.65687 3.45199
C 0.75573 0.43632 2.35236
C -0.67677 0.08407 2.57676
O -1.20978 0.28096 3.64798
O -1.21424 -0.52402 1.56436
C 1.30233 0.47509 1.07395
O 0.56744 0.37346 -0.00903
C 2.72616 0.63732 0.97205
C 3.39949 0.59533 -0.26439
C 4.74648 0.73865 -0.31593
F 5.35492 0.76116 -1.51717
C 5.54958 0.90735 0.83781
C 4.89477 0.96022 2.05396
C 3.49698 0.83475 2.13865
N 6.93012 1.01588 0.74445
C 7.74045 0.24643 -0.17939
C 8.50575 1.15282 -1.12788
N 9.32365 2.11895 -0.30436
C 8.47796 2.89641 0.67235
C 7.70195 1.92777 1.55772
H 4.78110 -0.04344 6.05769
H 4.93287 -0.66603 4.41323
H 3.46684 -0.97324 5.34562
H 4.34975 1.84951 4.47293
H 2.90313 1.44749 5.35836
H 1.10753 0.66085 4.43694
H 2.84894 0.47384 -1.18274
H 5.48335 1.04158 2.95334
H 7.13611 -0.44906 -0.75195
H 8.45435 -0.35896 0.39600
H 7.83517 1.75348 -1.74025
H 9.19453 0.59864 -1.76299
H 9.82157 2.76587 -0.92041
H 10.04508 1.60114 0.20688
H 7.80830 3.51237 0.07358
H 9.14416 3.53467 1.25042
H 7.05176 2.51101 2.20645
H 8.40070 1.38025 2.20405
C 1.11059 0.57192 -2.76394
Si -0.58401 0.68432 -3.51037
C -0.72495 -0.87939 -4.52861
C -0.65067 2.34811 -4.35016
N -1.93089 0.66527 -2.19338
C -3.21182 0.94457 -2.81577
C -3.41723 0.94233 -4.20239
C -4.64617 1.22316 -4.77266
C -5.74215 1.52000 -3.98205
C -5.59050 1.52502 -2.60825
C -4.35450 1.24364 -2.07329
F -4.26681 1.24739 -0.72791
H 1.77166 0.59643 -3.63591
H 1.30076 -0.36220 -2.23652
H 1.35811 1.42074 -2.12994
H 0.02767 -0.82994 -5.32039
H -1.67848 -1.10803 -4.99345
H -0.45160 -1.73100 -3.89819
H 0.33609 2.54415 -4.77654
H -0.83770 3.12510 -3.60441
H -1.38332 2.46696 -5.14169
H -2.62498 0.70783 -4.88429
H -4.74071 1.20662 -5.84937
H -6.70175 1.74324 -4.42617
H -6.41157 1.73951 -1.93836
O -1.54641 2.94411 0.56841
N -2.25145 1.76099 0.77613
C -3.13774 1.74425 1.70327
C -4.02485 0.67306 2.13274
C -4.83543 1.04998 3.20885
C -5.71916 0.16347 3.80397
C -5.79225 -1.13167 3.32939
C -4.99485 -1.52241 2.25727
C -4.12273 -0.64405 1.63361
P -3.18229 -1.32212 0.23516
C -2.60296 -2.94507 0.80807
C -2.53367 -4.00917 -0.09016
C -2.11307 -5.26018 0.33862
C -1.78009 -5.46283 1.66781
C -1.86548 -4.41115 2.57157
C -2.26756 -3.15655 2.14887
C -4.35889 -1.68062 -1.09722
C -3.85098 -2.03684 -2.34586
C -4.70383 -2.35336 -3.39050
C -6.07765 -2.30068 -3.20467
C -6.59287 -1.92726 -1.97214
C -5.74147 -1.61754 -0.92228
H -2.02161 3.67538 1.00012
H -3.25851 2.66987 2.26521
H -4.76316 2.05709 3.59881
H -6.32892 0.48374 4.63672
H -6.46141 -1.84831 3.78555
H -5.05776 -2.54762 1.91256
H -2.82793 -3.88593 -1.12340
H -2.06761 -6.07860 -0.36656
H -1.47373 -6.44314 2.00622
H -1.62906 -4.57294 3.61455
H -2.34551 -2.35086 2.86438
H -2.77824 -2.06230 -2.51714
H -4.29420 -2.63859 -4.35047
H -6.74542 -2.54645 -4.01918
H -7.66293 -1.87811 -1.82272
H -6.16876 -1.31530 0.02137
```



Which formula does entry 2 have? C44H47F2MoN5O4PSi



Number 2 is which compound? C44H47F2MoN5O4PSi